[1]
A cluster of 2 separate species, C2H8N2S in total, computed with wB97M-V/def2-TZVPD.

Summary:
HOMO energy in eV: -6.7
Orbital gap in Ha: 0.251
ΔE to the lowest compared entry with this formula, charge and spin in eV: 2.418
Strongest force on any atom in eV/A: 4.03

```
! wB97M-V def2-TZVPD RIJCOSX def2/J DEFGRID3
* xyz 0 1
C -2.11 0.11 0.77
S -1.27 0.48 -0.73
H -3.14 0.55 0.81
H -2.29 -0.96 0.85
H -1.50 0.38 1.68
N 1.21 0.89 0.23
C 1.11 -0.40 -0.10
N 1.60 -0.69 -1.28
H 1.10 1.55 -0.53
H 1.49 1.21 1.16
H 0.78 -1.16 0.57
H 1.99 -1.63 -1.37
H 1.03 -0.33 -2.07
*
```


[2]
A cluster of 2 separate species, C2H8N2S in total, computed with wB97M-V/def2-TZVPD.

Summary:
HOMO energy in eV: -5.8
Orbital gap in Ha: 0.204
ΔE to the lowest compared entry with this formula, charge and spin in eV: 1.676
Strongest force on any atom in eV/A: 0.96

```
! wB97M-V def2-TZVPD RIJCOSX def2/J DEFGRID3
* xyz 0 1
C 3.13 0.56 0.44
S 1.59 0.37 -0.55
H 3.74 1.37 0.05
H 2.99 0.65 1.51
H 3.66 -0.38 0.29
N -1.99 -1.44 -0.18
C -2.23 -0.22 -0.59
N -1.63 0.78 -0.01
H -1.19 -1.58 0.43
H -2.38 -2.31 -0.52
H -2.86 -0.03 -1.45
H -1.98 1.72 -0.01
H -0.86 0.52 0.61
*
```


[3]
A cluster of 2 separate species, C2H8N2S2 in total, computed with wB97M-V/def2-TZVPD.

Summary:
HOMO energy in eV: -9.0
Orbital gap in Ha: 0.348
ΔE to the lowest compared entry with this formula, charge and spin in eV: 0.678
Structure (SMILES): [H]/N=C/N.CSS
Strongest force on any atom in eV/A: 1.38

```
! wB97M-V def2-TZVPD RIJCOSX def2/J DEFGRID3
* xyz 0 1
H 0.47 1.54 -2.19
N -0.27 1.66 -1.50
C -0.91 0.58 -1.40
N -2.13 0.56 -0.73
H -0.55 -0.42 -1.70
H -2.45 -0.18 -0.13
H -2.83 1.18 -1.10
C 0.44 -0.74 1.80
S 2.15 -0.27 1.81
S 2.60 -0.16 -0.22
H 0.18 -0.76 2.84
H -0.20 0.01 1.36
H 0.18 -1.72 1.37
H 3.32 -1.28 -0.21
*
```


[4]
A cluster of 2 separate species, C2H8N2S2 in total, computed with wB97M-V/def2-TZVPD.

Summary:
HOMO energy (spin up / spin down) in eV: -7.9 / -7.9
Orbital gap (spin up / spin down) in Ha: 0.185 / 0.187
ΔE to the lowest compared entry with this formula, charge and spin in eV: 5.961
Strongest force on any atom in eV/A: 2.61

```
! wB97M-V def2-TZVPD RIJCOSX def2/J DEFGRID3
* xyz 0 1
C -2.74 -0.01 -0.90
C 1.70 -1.03 -0.04
N 0.48 0.65 1.67
N 2.16 1.56 -0.06
S -2.03 -0.16 0.78
S 1.92 0.45 0.98
H -3.45 -0.79 -1.15
H -1.85 -0.17 -1.64
H -3.32 0.92 -1.16
H 2.28 -1.84 0.41
H 2.20 -0.78 -1.01
H 0.62 -1.17 -0.24
H 0.45 0.00 2.46
H 1.58 2.37 -0.10
*
```


[5]
An isolated molecule of C2H8N2Si, computed with wB97M-V/def2-TZVPD.

Summary:
HOMO energy in eV: -8.4
Orbital gap in Ha: 0.342
ΔE to the lowest compared entry with this formula, charge and spin in eV: 0.285
Structure (SMILES): CN1N[Si@H]1C
Strongest force on any atom in eV/A: 3.52

```
! wB97M-V def2-TZVPD RIJCOSX def2/J DEFGRID3
* xyz 0 1
C -1.82 0.57 -0.30
N -1.06 -0.49 0.23
N -0.31 -1.26 -0.76
Si 0.55 -0.68 0.63
C 1.96 0.60 0.18
H -2.59 0.83 0.46
H -1.34 1.48 -0.49
H -2.08 0.09 -1.25
H -0.73 -2.22 -0.78
H 0.87 -1.40 1.96
H 2.82 0.50 0.76
H 2.37 0.36 -0.87
H 1.37 1.61 0.24
*
```


[6]
The ion C2H8N3 with charge +1, computed with wB97M-V/def2-TZVPD.

Summary:
HOMO energy (spin up / spin down) in eV: -12.1 / -12.2
Orbital gap (spin up / spin down) in Ha: 0.299 / 0.302
ΔE to the lowest compared entry with this formula, charge and spin in eV: 6.062
Strongest force on any atom in eV/A: 4.99

```
! wB97M-V def2-TZVPD RIJCOSX def2/J DEFGRID3
* xyz 1 1
C 0.19 -1.92 0.68
C 0.52 0.14 -1.08
N 0.27 -0.67 0.13
N -0.08 0.34 1.13
N -0.11 1.50 -0.95
H 0.14 -2.91 0.14
H 0.05 -1.99 1.75
H 0.60 -0.41 -2.05
H -1.13 0.43 1.10
H 0.21 -0.08 2.01
H 0.37 2.16 -0.20
H -1.04 1.47 -0.77
H 0.00 1.94 -1.88
*
```


[7]
A cluster of 2 separate species, C2H8N3 in total, computed with wB97M-V/def2-TZVPD.

Summary:
HOMO energy in eV: -14.9
Orbital gap in Ha: 0.410
ΔE to the lowest compared entry with this formula, charge and spin in eV: 1.847
Strongest force on any atom in eV/A: 2.31

```
! wB97M-V def2-TZVPD RIJCOSX def2/J DEFGRID3
* xyz 1 1
C 0.07 -1.70 -2.15
N -0.20 -1.65 -0.90
H 0.70 -0.89 -2.55
H -0.37 -2.39 -2.86
H -1.05 -2.21 -0.75
H -1.59 1.18 1.14
N 0.79 0.53 0.45
C 0.38 1.28 1.43
N -0.89 1.34 1.85
H 0.45 -0.19 -0.25
H 1.80 0.53 0.43
H 1.06 2.05 1.75
H -1.14 2.14 2.41
*
```


[8]
The ion C2H8N3 with charge +1, computed with wB97M-V/def2-TZVPD.

Summary:
HOMO energy in eV: -15.2
Orbital gap in Ha: 0.441
ΔE to the lowest compared entry with this formula, charge and spin in eV: 0.383
Structure (SMILES): CNC(N)=[NH2+]
Strongest force on any atom in eV/A: 2.17

```
! wB97M-V def2-TZVPD RIJCOSX def2/J DEFGRID3
* xyz 1 1
C -1.09 1.42 0.11
N 0.26 0.84 -0.07
C 0.44 -0.48 -0.03
N 1.71 -0.91 -0.15
N -0.55 -1.31 0.33
H -1.49 1.07 1.07
H -1.79 1.12 -0.66
H -0.88 2.49 0.09
H 0.99 1.40 -0.47
H 2.32 -0.58 -0.88
H 1.93 -1.89 -0.06
H -0.40 -2.27 0.58
H -1.45 -0.91 0.13
*
```


[9]
A cluster of 2 separate species, C2H8N3O in total, computed with wB97M-V/def2-TZVPD.

Summary:
HOMO energy (spin up / spin down) in eV: -4.1 / -8.3
Orbital gap (spin up / spin down) in Ha: 0.174 / 0.328
ΔE to the lowest compared entry with this formula, charge and spin in eV: 0.276
⟨S²⟩: 0.7530
Strongest force on any atom in eV/A: 2.71

```
! wB97M-V def2-TZVPD RIJCOSX def2/J DEFGRID3
* xyz 0 2
C 0.73 -1.93 -0.15
N 1.30 -2.46 0.96
O 0.24 -0.82 -0.22
H 0.71 -2.63 -0.98
H 1.54 -3.44 0.83
H 1.38 -2.26 1.94
N -0.44 1.52 0.92
C -0.87 2.21 -0.17
N -0.93 1.65 -1.42
H -0.40 0.49 0.96
H -0.24 2.00 1.76
H -1.47 3.12 -0.05
H -1.70 1.74 -2.05
H -0.24 0.94 -1.57
*
```


[10]
A cluster of 2 separate species, C2H8N3O in total, computed with wB97M-V/def2-TZVPD.

Summary:
HOMO energy in eV: -14.2
Orbital gap in Ha: 0.366
ΔE to the lowest compared entry with this formula, charge and spin in eV: 1.549
Strongest force on any atom in eV/A: 4.21

```
! wB97M-V def2-TZVPD RIJCOSX def2/J DEFGRID3
* xyz 1 1
C 2.14 0.87 0.43
N 2.73 0.51 -0.76
O 0.91 0.95 0.43
H 2.79 1.14 1.30
H 3.80 0.33 -0.65
H 2.16 0.39 -1.64
N -0.99 -1.02 0.83
C -2.12 -0.92 0.08
N -2.61 0.18 -0.51
H -0.33 -0.19 0.75
H -0.79 -1.84 1.40
H -2.83 -1.79 0.07
H -2.68 0.28 -1.55
H -2.19 1.12 -0.18
*
```


[11]
A structure of composition C2H8N3O2PS3, computed with wB97M-V/def2-TZVPD.

Summary:
HOMO energy (spin up / spin down) in eV: -7.8 / -7.6
Orbital gap (spin up / spin down) in Ha: 0.251 / 0.248
ΔE to the lowest compared entry with this formula, charge and spin in eV: 3.765
Strongest force on any atom in eV/A: 3.89

```
! wB97M-V def2-TZVPD RIJCOSX def2/J DEFGRID3
* xyz 0 1
C 2.82 0.64 -0.99
C 2.18 -0.54 -1.72
N 0.54 1.26 -0.98
N -0.66 0.17 3.56
N -3.62 -0.84 -0.90
O -2.06 0.99 1.10
O 1.76 1.30 -0.33
P -1.00 0.21 0.45
S 0.56 0.12 -2.19
S 0.00 -0.72 2.17
S -1.97 -1.29 -0.80
H 3.49 0.42 -0.21
H 3.26 1.38 -1.80
H 2.67 -0.86 -2.71
H 2.08 -1.44 -0.98
H -1.64 0.33 3.63
H -0.23 1.10 3.66
H -4.02 -0.51 0.00
H -4.16 -1.73 -0.98
*
```


[12]
A cluster of 2 separate species, C2H8N4 in total, computed with wB97M-V/def2-TZVPD.

Summary:
HOMO energy in eV: -8.9
Orbital gap in Ha: 0.352
ΔE to the lowest compared entry with this formula, charge and spin in eV: 0.489
Structure (SMILES): [H]/N=C/N.[H]/N=C/N
Strongest force on any atom in eV/A: 2.29

```
! wB97M-V def2-TZVPD RIJCOSX def2/J DEFGRID3
* xyz 0 1
H 1.08 -2.47 1.20
N 0.50 -1.79 0.72
C 0.95 -1.87 -0.49
N 0.60 -1.06 -1.51
H 1.69 -2.62 -0.76
H 0.06 -0.23 -1.40
H 0.89 -1.39 -2.41
H -0.75 3.78 0.65
N -1.14 2.95 0.25
C -0.73 1.90 0.83
N -1.08 0.65 0.54
H -0.02 1.96 1.66
H -0.54 -0.08 0.99
H -1.52 0.26 -0.28
*
```